Formula: C25H27IrN8O6S
Source: the Open Molecules 2025 dataset
Level of theory: ωB97M-V with the def2-TZVPD basis set

Properties
LUMO level (alpha / beta) in eV: -5.281 / -8.591
⟨S²⟩: 6.059
E_HOMO (alpha / beta) in Eh: -0.4604 / -0.4984
Largest force on an atom in eV/A: 0.102
Orbital gap (alpha / beta) in eV: 7.2 / 5.0
Energy above the lowest of the compared OMol25 structures with the same formula, charge and spin in kcal per mole: 0.00

```
! wB97M-V def2-TZVPD RIJCOSX def2/J DEFGRID3
* xyz 2 5
Ir 0.380 0.880 0.237
O 1.844 -5.437 -2.239
C 0.711 -4.753 -2.713
C 0.627 -3.423 -2.024
C -0.411 -2.539 -2.305
C -0.453 -1.324 -1.664
N 0.473 -0.957 -0.764
C 1.487 -1.796 -0.480
C 1.583 -3.030 -1.101
C 2.509 -1.315 0.480
C 3.467 -2.150 1.027
C 4.409 -1.619 1.899
C 5.466 -2.484 2.521
O 5.263 -3.815 2.110
C 4.348 -0.260 2.180
C 3.352 0.504 1.607
N 2.450 -0.013 0.773
H 1.928 -6.281 -2.691
H -0.214 -5.306 -2.510
H 0.760 -4.580 -3.794
H -1.183 -2.788 -3.022
H -1.240 -0.607 -1.853
H 2.410 -3.689 -0.891
H 3.492 -3.206 0.809
H 5.404 -2.381 3.610
H 6.447 -2.108 2.209
H 5.947 -4.377 2.488
H 5.060 0.207 2.849
H 3.270 1.560 1.821
O -0.104 2.694 1.274
O 1.092 2.672 1.653
O -0.486 -0.083 4.121
C -0.818 0.049 2.955
O -0.036 -0.127 1.950
C -2.301 0.323 2.678
N -2.950 0.443 4.037
C -3.969 -0.660 4.171
C -4.354 -0.952 2.732
C -3.017 -0.854 1.997
H -2.439 1.253 2.130
H -3.374 1.357 4.172
H -2.150 0.328 4.693
H -4.778 -0.332 4.818
H -3.462 -1.506 4.631
H -5.056 -0.200 2.363
H -4.823 -1.928 2.632
H -3.134 -0.678 0.931
H -2.439 -1.771 2.130
C -3.312 2.374 -3.501
N -2.642 3.315 -2.614
C -2.470 4.667 -2.860
C -1.862 5.200 -1.783
N -1.675 4.162 -0.890
C -2.161 3.010 -1.394
S -2.222 1.478 -0.637
H -3.466 2.858 -4.461
H -4.272 2.081 -3.080
H -2.694 1.488 -3.630
H -2.790 5.125 -3.779
H -1.539 6.205 -1.583
H -1.284 4.235 0.035
N 0.953 1.792 -1.374
C 1.283 2.328 -2.342
C 1.658 2.990 -3.511
C 1.279 4.341 -3.664
N 0.924 5.434 -3.752
C 2.371 2.290 -4.506
N 2.935 1.687 -5.311
*
```

natural (NBO) atomic charge list, values in e, 2 entries: atom 1 (Ir): 1.17, atom 2 (O): -0.71